112
Properties=species:S:1:pos:R:3:mulliken_charge:R:1 method="wB97M-V/def2-TZVPD" e_homo_ev=-12.51 energy_ev=-114688.2811 total_charge=+2 fmax_ev_per_a=3.67
Hf -0.27 -0.54 -1.34 -0.388
Cl 6.33 0.88 0.22 -0.188
C 5.02 0.06 -0.53 0.338
C 3.80 0.56 -0.16 -0.147
C 2.65 0.06 -0.66 -0.727
N 1.31 0.43 -0.35 1.161
C 1.05 1.49 0.42 0.122
O 1.73 2.34 0.84 -0.617
C -0.48 1.57 0.73 0.564
C -0.83 2.56 1.64 -0.836
C -2.20 2.77 1.91 -0.834
C -3.15 1.90 1.29 -0.883
C -2.65 0.93 0.46 -0.942
N -1.36 0.84 0.12 1.628
C 2.76 -0.99 -1.63 0.234
C 4.03 -1.45 -1.99 -0.612
C 5.17 -0.97 -1.41 -0.176
Cl 6.71 -1.60 -1.91 -0.175
N 1.50 -1.56 -2.04 0.608
C 1.48 -2.24 -3.29 0.437
O 2.44 -2.62 -3.90 -0.656
C 0.08 -2.56 -3.75 0.074
C -0.15 -3.18 -4.95 -0.542
C -1.47 -3.26 -5.47 -0.517
C -2.49 -2.77 -4.60 -0.783
C -2.17 -2.07 -3.44 -0.209
N -0.89 -1.98 -2.97 0.144
H 3.83 1.31 0.62 0.689
H -0.01 3.13 2.05 0.722
H -2.48 3.53 2.61 0.561
H -4.19 2.02 1.50 0.645
H -3.34 0.27 -0.04 0.279
H 4.03 -2.31 -2.73 0.506
H 0.65 -3.65 -5.40 0.650
H -1.71 -3.70 -6.46 0.455
H -3.50 -2.83 -5.00 0.404
H -2.95 -1.63 -2.82 0.464
C -3.28 -0.71 4.00 -2.219
C -2.28 -1.54 4.78 2.896
C -0.91 -0.90 4.76 -1.674
C -2.68 -1.39 6.26 -2.432
C -2.30 -3.03 4.40 1.905
O -3.41 -3.69 5.11 -0.696
C -1.02 -3.83 4.89 -1.272
C 0.29 -4.08 4.09 -1.417
C 1.33 -3.04 4.10 0.556
C 1.96 -2.76 5.32 -0.661
C 2.91 -1.79 5.37 -0.454
C 3.26 -1.10 4.17 0.035
Cl 4.43 0.15 4.14 -0.206
C 2.72 -1.46 3.01 -0.777
C 1.70 -2.42 2.91 -0.858
C -2.77 -3.40 2.99 -2.251
N -1.84 -3.06 1.88 1.521
C -1.53 -1.92 1.32 0.047
N -0.82 -2.14 0.17 -0.147
C -0.85 -3.54 0.08 -0.546
N -1.44 -4.05 1.10 -1.122
H -3.28 0.28 4.43 0.538
H -4.29 -1.16 3.99 0.281
H -3.02 -0.61 2.95 0.425
H -0.34 -1.14 3.87 -0.052
H -0.38 -1.35 5.57 0.496
H -0.87 0.17 4.91 0.568
H -2.68 -0.35 6.57 0.444
H -2.01 -1.93 6.96 0.322
H -3.66 -1.78 6.50 0.725
H -3.43 -3.47 6.07 0.498
H -1.47 -4.80 5.12 0.520
H -0.68 -3.36 5.85 0.248
H 0.10 -4.33 3.01 0.492
H 0.69 -4.97 4.55 0.522
H 1.55 -3.33 6.10 0.612
H 3.22 -1.56 6.40 0.388
H 2.92 -0.98 2.07 0.927
H 1.41 -2.76 1.97 0.880
H -3.72 -2.98 2.78 0.503
H -2.81 -4.49 2.91 0.425
H -1.63 -0.99 1.93 -0.295
H -0.32 -4.11 -0.70 0.415
C -1.61 5.91 -4.13 -0.802
C -3.01 5.31 -4.00 -0.652
C -3.06 3.86 -3.46 -0.357
C -2.40 3.61 -2.08 -0.348
N -0.94 3.60 -2.15 0.060
C -0.25 2.71 -2.85 0.192
S -0.99 1.09 -3.15 -0.650
N 0.97 2.87 -3.32 0.116
C 1.95 1.94 -4.08 0.040
C 2.82 2.76 -4.96 -1.311
C 3.91 3.62 -4.20 -0.543
C 4.87 2.64 -3.50 -0.773
H -1.78 6.90 -4.50 0.424
H -1.03 5.33 -4.85 0.227
H -1.05 5.92 -3.13 0.119
H -3.55 5.21 -4.95 0.385
H -3.68 6.00 -3.41 0.315
H -2.52 3.18 -4.18 0.154
H -4.12 3.48 -3.44 0.475
H -2.77 2.69 -1.60 -0.333
H -2.66 4.39 -1.37 0.631
H -0.39 4.42 -2.14 0.289
H 1.47 3.80 -3.21 0.208
H 1.31 1.18 -4.55 0.534
H 2.61 1.39 -3.39 -0.322
H 2.22 3.43 -5.61 0.356
H 3.38 2.11 -5.60 0.489
H 3.56 4.33 -3.49 0.490
H 4.39 4.22 -5.00 0.351
H 4.41 2.32 -2.53 -0.060
H 5.88 3.02 -3.33 0.428
H 4.96 1.70 -4.06 0.308